1.
{"formula": "C31H48Cl3N4O4SiYb", "method": "the ωB97M-V functional and the def2-TZVPD basis", "symbols": ["C", "C", "H", "H", "H", "C", "C", "H", "H", "H", "H", "Yb", "Cl", "Cl", "C", "O", "N", "C", "C", "H", "H", "H", "H", "H", "H", "H", "H", "H", "C", "C", "N", "H", "C", "O", "H", "H", "H", "H", "O", "C", "C", "C", "H", "C", "H", "C", "H", "C", "C", "H", "H", "H", "Si", "Cl", "C", "C", "C", "H", "H", "H", "H", "H", "H", "H", "H", "H", "C", "N", "N", "C", "O", "C", "C", "C", "C", "C", "C", "C", "C", "C", "H", "H", "H", "H", "H", "H", "H", "H", "H", "H", "H", "H"], "positions_angstrom": [[3.208, -1.709, -3.853], [2.062, -2.504, -3.288], [3.697, -2.289, -4.648], [3.958, -1.400, -3.103], [2.797, -0.803, -4.325], [1.742, -3.829, -3.726], [2.729, -4.779, -4.250], [0.778, -4.238, -3.423], [3.728, -4.492, -3.919], [2.743, -4.871, -5.340], [2.485, -5.767, -3.855], [0.662, 0.833, 0.942], [0.150, 1.830, -1.482], [2.716, 2.153, 2.127], [-2.175, -0.109, -0.315], [-1.342, -0.335, 0.597], [-3.369, -0.703, -0.390], [-3.773, -1.691, 0.602], [-4.330, -0.412, -1.452], [-1.950, 0.623, -1.115], [-3.066, -1.681, 1.433], [-3.803, -2.689, 0.146], [-4.783, -1.441, 0.946], [-3.908, 0.347, -2.122], [-5.267, -0.044, -1.009], [-4.555, -1.321, -2.026], [3.349, -2.960, -0.072], [1.096, -4.860, -0.173], [3.129, -3.103, 0.994], [1.222, -4.693, 0.908], [1.702, -3.342, 1.172], [3.436, -2.220, 1.558], [0.862, -2.383, 1.600], [1.207, -1.209, 1.873], [0.252, -4.831, 1.404], [-0.191, -2.708, 1.718], [3.663, -3.994, 1.340], [1.945, -5.426, 1.289], [1.973, -2.384, -1.846], [0.930, -1.673, -2.540], [-0.866, -3.114, -1.431], [-0.425, -2.224, -2.452], [-0.278, -3.192, -0.509], [-2.058, -3.826, -1.571], [1.002, -0.573, -2.501], [-1.356, -1.921, -3.475], [-2.367, -4.543, -0.795], [-2.877, -3.630, -2.691], [-2.545, -2.642, -3.620], [-1.093, -1.113, -4.163], [-3.783, -4.218, -2.820], [-3.209, -2.420, -4.468], [4.024, 1.590, 0.367], [2.719, -0.029, -0.399], [5.262, 1.012, 1.753], [3.466, 3.336, -0.315], [5.470, 1.562, -0.916], [4.840, 0.170, 2.321], [5.496, 1.815, 2.469], [6.216, 0.685, 1.319], [5.940, 0.574, -0.909], [6.208, 2.320, -0.629], [5.082, 1.797, -1.911], [2.407, 3.321, -0.614], [4.057, 3.588, -1.202], [3.615, 4.151, 0.409], [-3.070, 5.652, 4.013], [-2.762, 4.319, 3.525], [-1.623, 4.073, 2.841], [-1.547, 2.722, 2.562], [-0.490, 2.191, 2.174], [-2.833, 2.193, 2.913], [-3.537, 3.207, 3.520], [-4.909, 3.161, 4.074], [-0.466, 4.918, 2.806], [0.046, 5.452, 3.990], [1.209, 6.233, 3.933], [1.864, 6.418, 2.703], [1.403, 5.775, 1.545], [0.254, 5.002, 1.606], [-2.766, 5.777, 5.067], [-4.158, 5.793, 3.955], [-2.568, 6.414, 3.396], [-3.090, 1.169, 2.743], [-4.943, 3.359, 5.157], [-5.588, 3.862, 3.563], [-5.298, 2.142, 3.910], [-0.446, 5.218, 4.945], [1.600, 6.676, 4.861], [2.756, 7.047, 2.662], [1.945, 5.858, 0.608], [-0.095, 4.440, 0.742]], "de_lowest_ev": 0.000, "spin_multiplicity": 2, "lumo_energy_ev": 0.24}


2.
{"formula": "C31H49Cl4N7O27", "method": "the ωB97M-V functional and the def2-TZVPD basis", "symbols": ["C", "C", "N", "C", "C", "N", "C", "C", "H", "H", "H", "H", "H", "H", "H", "H", "H", "H", "H", "Cl", "O", "O", "O", "O", "Cl", "O", "O", "O", "O", "Cl", "O", "O", "O", "O", "Cl", "O", "O", "O", "O", "C", "C", "O", "H", "H", "H", "H", "H", "C", "N", "O", "O", "H", "H", "H", "C", "N", "O", "O", "H", "H", "H", "C", "N", "O", "O", "H", "H", "H", "C", "N", "O", "O", "H", "H", "H", "C", "N", "O", "O", "H", "H", "H", "C", "C", "C", "C", "C", "C", "H", "H", "H", "H", "H", "H", "C", "C", "C", "C", "C", "C", "H", "H", "H", "H", "H", "H", "C", "C", "C", "C", "C", "C", "H", "H", "H", "H", "H", "H"], "positions_angstrom": [[-1.568, 0.514, 2.366], [-2.021, 0.099, 0.973], [-0.885, -0.047, 0.091], [0.039, 0.889, -0.340], [0.674, 0.300, -1.405], [0.310, -1.017, -1.420], [-0.626, -1.219, -0.501], [0.836, -2.139, -2.189], [-1.047, 1.475, 2.317], [-0.880, -0.232, 2.763], [-2.445, 0.635, 3.004], [-2.747, 0.807, 0.576], [-2.436, -0.909, 1.023], [0.024, 1.872, 0.101], [1.436, 0.725, -2.027], [-1.082, -2.174, -0.254], [0.356, -2.202, -3.161], [0.734, -3.030, -1.570], [1.901, -1.973, -2.353], [1.002, -5.403, 0.506], [2.151, -5.367, 1.381], [0.066, -6.394, 1.010], [0.413, -4.102, 0.481], [1.338, -5.753, -0.838], [-2.810, -4.686, -1.905], [-2.063, -5.750, -1.298], [-1.936, -3.915, -2.785], [-3.865, -5.300, -2.672], [-3.321, -3.862, -0.855], [3.244, -0.893, 1.376], [1.953, -0.456, 1.830], [3.286, -2.325, 1.390], [3.642, -0.320, 0.114], [4.179, -0.441, 2.393], [-3.155, -3.263, 3.870], [-2.941, -3.944, 5.118], [-2.189, -2.192, 3.686], [-3.034, -4.249, 2.810], [-4.499, -2.693, 3.849], [3.920, -3.570, -2.265], [4.992, -4.504, -1.642], [4.997, -4.422, -0.280], [3.045, -3.492, -1.617], [3.511, -3.963, -3.212], [4.341, -2.574, -2.436], [5.987, -4.161, -2.003], [4.749, -5.516, -2.032], [1.216, -6.250, -3.228], [1.729, -5.276, -4.231], [1.126, -4.248, -4.424], [2.791, -5.578, -4.758], [1.869, -6.213, -2.356], [1.206, -7.255, -3.640], [0.209, -5.975, -2.918], [3.174, 2.810, 1.160], [2.166, 3.815, 1.547], [1.048, 3.547, 1.175], [2.504, 4.860, 2.065], [3.146, 2.694, 0.078], [2.772, 1.888, 1.591], [4.200, 2.993, 1.453], [-0.933, 1.444, -6.058], [-0.515, 0.780, -4.780], [0.272, 1.354, -4.061], [-0.952, -0.336, -4.606], [-0.997, 2.493, -5.774], [-1.954, 1.144, -6.270], [-0.154, 1.187, -6.767], [1.324, -2.104, 4.723], [1.498, -3.465, 4.140], [2.608, -3.699, 3.698], [0.523, -4.165, 4.279], [0.251, -1.914, 4.662], [1.869, -1.341, 4.175], [1.599, -2.139, 5.776], [-1.197, 5.797, 0.497], [-2.168, 4.750, 0.886], [-2.008, 3.615, 0.486], [-3.020, 5.073, 1.696], [-1.151, 5.844, -0.587], [-0.232, 5.588, 0.958], [-1.528, 6.745, 0.911], [3.376, 3.989, -3.542], [2.215, 3.905, -2.757], [1.957, 4.899, -1.830], [2.956, 5.821, -1.449], [4.147, 5.795, -2.139], [4.339, 4.923, -3.204], [3.402, 3.286, -4.363], [1.427, 3.241, -3.089], [0.967, 5.002, -1.408], [2.806, 6.510, -0.629], [5.000, 6.409, -1.872], [5.313, 4.831, -3.670], [-1.147, 2.781, 5.257], [-0.840, 2.994, 6.592], [-0.776, 4.265, 7.139], [-1.166, 5.336, 6.349], [-1.524, 5.116, 5.025], [-1.454, 3.861, 4.429], [-1.137, 1.774, 4.862], [-0.711, 2.078, 7.156], [-0.500, 4.474, 8.165], [-1.289, 6.330, 6.760], [-1.938, 5.970, 4.500], [-1.698, 3.745, 3.384], [-6.499, -1.084, -1.950], [-6.453, 0.237, -1.495], [-5.264, 0.956, -1.473], [-4.116, 0.284, -1.914], [-4.155, -1.018, -2.379], [-5.357, -1.718, -2.403], [-7.458, -1.585, -1.912], [-7.335, 0.649, -1.016], [-5.199, 1.965, -1.087], [-3.141, 0.758, -1.934], [-3.202, -1.413, -2.707], [-5.413, -2.698, -2.858]], "lumo_energy_ev": 5.65, "charge": -4}


3.
{"formula": "C31H49F12IO10S", "method": "the ωB97M-V functional and the def2-TZVPD basis", "symbols": ["C", "C", "C", "C", "C", "C", "C", "C", "C", "C", "C", "S", "C", "O", "O", "C", "I", "C", "C", "H", "H", "H", "H", "H", "H", "H", "H", "H", "H", "H", "H", "H", "H", "H", "H", "H", "H", "H", "H", "H", "H", "H", "H", "H", "H", "H", "H", "H", "C", "C", "O", "C", "O", "C", "F", "F", "F", "H", "H", "H", "H", "H", "C", "C", "O", "C", "O", "C", "F", "F", "F", "H", "H", "H", "H", "H", "C", "C", "O", "C", "O", "C", "F", "F", "F", "H", "H", "H", "H", "H", "C", "C", "O", "C", "O", "C", "F", "F", "F", "H", "H", "H", "H", "H"], "positions_angstrom": [[-1.924, -3.911, 5.553], [-2.097, -2.970, 4.233], [-0.720, -3.015, 3.386], [-0.874, -3.712, 1.930], [-0.159, -2.837, 0.780], [-1.185, -1.789, 0.047], [-1.182, -0.325, 0.724], [-2.399, -0.055, 1.733], [-3.858, -0.075, 1.048], [-4.866, 0.620, 2.129], [-6.411, 0.300, 1.875], [-7.240, -0.795, 3.117], [-6.285, -0.902, 4.729], [-6.897, -0.421, 5.747], [-5.015, -1.400, 4.865], [-7.239, -2.499, 2.291], [-6.723, -4.119, 3.645], [-8.803, -2.736, 1.872], [-8.963, -4.067, 0.950], [-1.830, -4.993, 5.161], [-0.994, -3.552, 6.109], [-2.888, -3.810, 6.160], [-3.009, -3.349, 3.643], [-2.297, -1.874, 4.528], [0.117, -3.559, 3.953], [-0.373, -1.933, 3.197], [-0.417, -4.772, 1.931], [-2.001, -3.823, 1.715], [0.759, -2.306, 1.217], [0.207, -3.583, -0.027], [-2.233, -2.278, 0.041], [-0.769, -1.658, -1.023], [-0.215, -0.262, 1.355], [-1.081, 0.509, -0.068], [-2.424, -0.777, 2.621], [-2.232, 1.001, 2.185], [-4.207, -1.109, 0.711], [-3.794, 0.625, 0.125], [-4.732, 1.759, 1.951], [-4.476, 0.423, 3.182], [-6.559, -0.197, 0.839], [-6.975, 1.297, 1.829], [-6.641, -2.461, 1.318], [-9.258, -1.828, 1.346], [-9.401, -2.955, 2.840], [-8.424, -3.932, -0.054], [-10.090, -4.195, 0.709], [-8.647, -5.024, 1.485], [6.147, 1.655, 1.318], [5.011, 1.690, 2.322], [3.890, 0.929, 1.845], [3.945, -0.403, 2.055], [4.858, -0.967, 2.601], [2.673, -1.074, 1.544], [2.297, -0.614, 0.330], [1.628, -0.863, 2.373], [2.802, -2.409, 1.420], [5.802, 1.989, 0.339], [6.963, 2.293, 1.643], [6.530, 0.639, 1.193], [4.663, 2.718, 2.447], [5.332, 1.338, 3.307], [1.491, -4.793, -2.595], [1.025, -3.477, -3.183], [1.215, -3.463, -4.607], [0.247, -4.056, -5.339], [-0.731, -4.580, -4.871], [0.551, -3.925, -6.829], [1.845, -4.183, -7.119], [0.300, -2.677, -7.285], [-0.181, -4.763, -7.585], [2.527, -4.996, -2.879], [1.421, -4.775, -1.506], [0.890, -5.626, -2.967], [1.627, -2.660, -2.776], [-0.017, -3.267, -2.925], [5.113, 8.012, -0.718], [4.946, 6.569, -1.152], [6.140, 5.818, -0.878], [6.271, 5.354, 0.382], [5.465, 5.535, 1.259], [7.554, 4.537, 0.517], [8.613, 5.128, -0.075], [7.431, 3.315, -0.051], [7.908, 4.330, 1.801], [6.001, 8.452, -1.181], [4.238, 8.603, -0.998], [5.250, 8.085, 0.364], [4.792, 6.528, -2.223], [4.078, 6.106, -0.683], [1.134, 3.671, -6.690], [1.990, 2.922, -5.688], [2.766, 3.839, -4.900], [2.133, 4.393, -3.844], [0.990, 4.167, -3.543], [3.085, 5.303, -3.072], [3.823, 6.093, -3.885], [3.968, 4.593, -2.325], [2.443, 6.129, -2.224], [1.751, 4.331, -7.304], [0.605, 2.973, -7.342], [0.397, 4.300, -6.185], [2.701, 2.283, -6.217], [1.388, 2.271, -5.049]], "lumo_energy_ev": -0.32}


4.
{"formula": "C31H49N5PSi3Ti", "method": "the ωB97M-V functional and the def2-TZVPD basis", "symbols": ["Ti", "C", "Si", "C", "C", "C", "Si", "C", "C", "C", "Si", "C", "C", "C", "C", "C", "C", "C", "N", "H", "H", "H", "H", "H", "H", "H", "H", "H", "H", "H", "H", "H", "H", "H", "H", "H", "H", "H", "H", "H", "H", "H", "H", "H", "H", "H", "H", "C", "C", "C", "C", "N", "C", "C", "C", "C", "C", "C", "C", "H", "H", "H", "H", "H", "H", "H", "H", "C", "N", "C", "N", "C", "N", "C", "P", "C", "C", "H", "H", "H", "H", "H", "H", "H", "H", "H", "H", "H", "H", "H"], "positions_angstrom": [[0.392, -0.152, 0.560], [3.511, -3.294, 2.446], [2.481, -1.787, 1.881], [3.764, -0.473, 1.290], [1.732, -1.014, 3.476], [1.135, -2.116, 0.570], [1.817, -2.972, -0.988], [3.371, -2.101, -1.687], [0.590, -3.066, -2.459], [2.353, -4.776, -0.648], [-0.427, -2.907, 1.299], [-0.159, -4.368, 2.505], [-1.773, -3.527, 0.076], [-1.297, -1.476, 2.264], [-2.204, -1.689, 3.280], [-2.729, -0.632, 4.025], [-2.250, 0.649, 3.745], [-1.347, 0.819, 2.725], [-0.902, -0.203, 1.943], [4.032, -3.078, 3.373], [4.266, -3.544, 1.708], [2.908, -4.180, 2.608], [4.773, -0.866, 1.376], [3.726, 0.438, 1.883], [3.617, -0.197, 0.246], [2.499, -0.912, 4.239], [0.943, -1.629, 3.899], [1.326, -0.015, 3.294], [3.197, -1.049, -1.900], [3.664, -2.577, -2.618], [4.215, -2.179, -1.012], [-0.393, -2.682, -2.220], [0.476, -4.094, -2.785], [0.960, -2.499, -3.308], [3.184, -4.832, 0.045], [2.673, -5.245, -1.573], [1.547, -5.376, -0.241], [0.343, -5.179, 1.988], [-1.101, -4.761, 2.875], [0.453, -4.098, 3.360], [-1.373, -4.308, -0.559], [-2.150, -2.738, -0.568], [-2.617, -3.946, 0.617], [-2.495, -2.702, 3.507], [-3.449, -0.795, 4.810], [-2.571, 1.495, 4.333], [-0.926, 1.804, 2.517], [3.133, 3.045, 0.494], [3.595, 2.856, -0.825], [2.888, 2.021, -1.660], [1.758, 1.339, -1.194], [1.419, 1.417, 0.148], [2.070, 2.301, 0.929], [0.790, 0.638, -2.011], [0.843, 0.597, -3.417], [-0.237, 0.137, -4.137], [-1.371, -0.335, -3.479], [-1.387, -0.393, -2.093], [-0.342, 0.103, -1.309], [3.616, 3.753, 1.146], [4.472, 3.376, -1.171], [3.193, 1.903, -2.688], [1.690, 2.400, 1.947], [1.721, 0.940, -3.946], [-0.207, 0.135, -5.216], [-2.211, -0.704, -4.052], [-2.249, -0.862, -1.614], [-4.169, 3.956, -0.325], [-3.871, 2.658, -1.069], [-3.262, 3.023, -2.426], [-2.155, 3.883, -2.276], [-2.512, 5.087, -1.550], [-3.015, 4.760, -0.227], [-1.985, 4.194, 0.626], [-1.236, 2.542, 0.009], [-2.955, 1.805, -0.284], [-0.992, 3.214, -1.730], [-4.547, 3.694, 0.667], [-4.948, 4.486, -0.883], [-4.744, 2.149, -1.234], [-4.047, 3.514, -3.011], [-2.951, 2.093, -2.916], [-3.288, 5.626, -2.102], [-1.637, 5.730, -1.461], [-2.402, 4.041, 1.627], [-1.179, 4.927, 0.720], [-3.405, 1.602, 0.693], [-2.807, 0.855, -0.803], [-0.702, 2.403, -2.399], [-0.162, 3.924, -1.694]], "spin_multiplicity": 3, "lumo_energy_ev": [-2.55, -2.73], "charge": 1}


5.
{"formula": "C31H49N7O3", "method": "the ωB97M-V functional and the def2-TZVPD basis", "symbols": ["C", "O", "C", "C", "N", "H", "H", "C", "C", "O", "C", "H", "H", "H", "H", "H", "H", "H", "H", "H", "H", "H", "H", "H", "H", "C", "O", "H", "H", "H", "N", "C", "C", "C", "C", "H", "H", "H", "H", "H", "N", "C", "C", "C", "C", "H", "H", "H", "H", "H", "N", "C", "C", "C", "C", "H", "H", "H", "H", "H", "N", "C", "C", "C", "C", "H", "H", "H", "H", "H", "N", "C", "C", "C", "C", "H", "H", "H", "H", "H", "N", "C", "C", "C", "C", "H", "H", "H", "H", "H"], "positions_angstrom": [[3.246, 0.486, -5.180], [3.588, 0.788, -3.758], [2.932, -0.004, -2.920], [3.625, 0.303, -1.569], [3.223, -0.709, -0.509], [2.300, -0.848, -0.479], [3.376, -1.652, -0.637], [3.652, -0.282, 0.860], [2.474, -0.408, 1.962], [2.997, -0.021, 3.247], [2.147, -0.310, 4.350], [3.997, 0.110, -5.885], [2.817, 1.315, -5.623], [2.242, -0.330, -5.362], [2.981, -0.965, -3.382], [1.823, 0.337, -2.660], [3.175, 1.157, -1.228], [4.664, 0.168, -1.645], [3.886, 0.715, 0.926], [4.516, -0.636, 1.328], [2.284, -1.348, 2.009], [1.471, 0.148, 1.924], [1.335, 0.144, 4.343], [2.704, 0.082, 5.184], [2.076, -1.447, 4.283], [-0.019, -0.335, -0.585], [0.854, -1.445, -0.710], [0.544, 0.486, -0.459], [-0.776, -0.449, 0.202], [-0.459, 0.048, -1.683], [0.598, -2.956, -2.954], [1.162, -4.260, -3.002], [0.983, -4.702, -4.266], [0.513, -3.434, -5.080], [0.305, -2.426, -4.199], [0.601, -2.112, -2.165], [1.294, -4.956, -2.149], [1.210, -5.581, -4.769], [0.461, -3.404, -6.129], [0.142, -1.424, -4.396], [-0.130, -3.780, 0.845], [-0.205, -5.085, 0.494], [-0.419, -5.775, 1.635], [-0.736, -4.673, 2.751], [-0.362, -3.501, 2.139], [0.059, -2.897, 0.060], [0.005, -5.436, -0.625], [-0.443, -6.878, 1.872], [-0.804, -4.866, 3.716], [-0.725, -2.522, 2.617], [-1.556, 2.417, 1.975], [-0.754, 1.615, 2.778], [-0.468, 2.431, 3.880], [-0.988, 3.804, 3.625], [-1.754, 3.591, 2.520], [-2.025, 1.943, 1.136], [-0.580, 0.557, 2.566], [0.117, 2.192, 4.752], [-0.968, 4.792, 4.249], [-2.601, 4.229, 2.229], [-4.345, -0.144, 4.890], [-4.511, -1.520, 4.753], [-3.840, -1.971, 3.597], [-3.327, -0.568, 3.020], [-3.706, 0.440, 3.787], [-4.635, 0.294, 5.737], [-5.168, -2.201, 5.257], [-3.514, -2.836, 3.086], [-2.643, -0.706, 2.074], [-3.683, 1.500, 3.546], [0.960, 5.053, -2.063], [2.056, 5.118, -2.952], [2.144, 3.899, -3.630], [1.009, 3.041, -2.939], [0.379, 3.866, -2.045], [0.874, 5.818, -1.400], [2.637, 5.930, -2.964], [2.923, 3.698, -4.556], [0.791, 2.027, -3.006], [-0.620, 3.661, -1.591], [-4.733, 2.851, -0.011], [-4.281, 1.603, 0.323], [-3.322, 1.294, -0.560], [-3.111, 2.444, -1.428], [-4.019, 3.464, -0.962], [-5.524, 3.294, 0.439], [-4.895, 1.065, 1.109], [-2.963, 0.362, -0.417], [-2.314, 2.718, -2.276], [-4.203, 4.501, -1.228]], "de_lowest_ev": 2.341, "lumo_energy_ev": 0.43}